--- a ---
27
Properties=species:S:1:pos:R:3:nbo_charge:R:1 method="wB97M-V/def2-TZVPD" lumo_ha="-0.034 / 0.014"
C -2.94757 1.80493 0.05243 -0.27
C -1.84792 2.66889 0.11242 -0.16
C -2.68253 0.44495 -0.05754 -0.16
C -0.58830 2.11185 0.27527 -0.27
C 0.00920 -2.07746 0.53485 -0.03
C -1.48592 -0.16971 0.07830 -0.14
C -1.16062 -1.63636 0.13545 -0.11
C -0.37075 0.69828 0.31104 0.21
C -2.26137 -2.60043 -0.11754 -0.64
C 2.86357 0.35226 -1.62955 -0.98
C 3.53634 0.08600 1.19358 -0.94
N 0.88475 0.28266 0.28045 -0.77
P 2.35789 0.93519 0.03562 1.14
H -3.92254 2.07427 -0.07624 0.20
H -1.90680 3.65892 0.01215 0.20
H -3.64007 -0.09549 -0.05859 0.20
H 0.24904 2.71485 0.15164 0.21
H 0.58941 -2.89429 0.89473 0.20
H -3.21248 -2.22690 0.26520 0.23
H -2.23666 -2.98893 -1.16839 0.23
H -2.13522 -3.59781 0.36551 0.22
H 3.66980 0.99775 -2.13692 0.24
H 1.89409 0.53095 -2.28131 0.26
H 3.17707 -0.72966 -1.55194 0.23
H 4.51624 0.29296 0.95139 0.23
H 3.26604 -1.06113 1.15731 0.23
H 3.38530 0.42347 2.27070 0.25

---

--- b ---
27
Properties=species:S:1:pos:R:3:nbo_charge:R:1 method="wB97M-V/def2-TZVPD" smiles="CC1=C(C)C=P(c2cccn2C)=C1" lumo_ha=0.028
C -2.82588 2.47434 -0.80538 -0.64
C -1.87263 1.52285 -0.11567 0.02
C -0.55718 1.99341 0.37865 -0.03
C -0.23122 3.41702 0.26536 -0.65
C 0.21813 1.00869 0.91650 -0.48
P -0.66775 -0.55994 0.89674 0.84
C 0.53785 -1.45862 -0.09419 -0.22
C 0.90482 -1.40788 -1.42600 -0.24
C 1.92500 -2.29252 -1.66150 -0.33
C 2.27110 -2.95661 -0.48308 -0.02
N 1.53617 -2.45145 0.48360 -0.33
C 1.39909 -2.92900 1.81374 -0.41
C -1.92004 0.12178 -0.10213 -0.57
H -2.28508 3.00902 -1.52732 0.22
H -3.26756 3.22217 -0.29935 0.22
H -3.64424 1.83555 -1.21153 0.22
H 0.70926 3.72109 0.67917 0.22
H -0.88228 4.20881 0.57951 0.22
H -0.06641 3.40038 -0.78881 0.22
H 1.19686 0.99429 1.28176 0.22
H 0.46007 -0.71331 -2.16622 0.23
H 2.49874 -2.64258 -2.40919 0.21
H 2.99553 -3.69741 -0.37812 0.21
H 1.73293 -4.04702 1.87954 0.21
H 2.17781 -2.34395 2.44520 0.20
H 0.34552 -2.76007 2.16227 0.23
H -2.68858 -0.66903 -0.31356 0.24

---

What are the relative energies? In hartree: a 0.0698; b 0.0000.

---

--- a ---
14
Properties=species:S:1:pos:R:3:nbo_charge:R:1 method="wB97M-V/def2-TZVPD" lumo_ha="-0.048 / 0.002"
C 0.70268 -0.22807 0.72127 -0.69
C 0.27608 1.20084 -1.33586 -0.71
C 0.03218 -0.04517 -0.62426 -0.06
Si -2.87913 -0.31853 0.75061 0.53
I -4.56063 -1.87102 -0.10649 -0.20
I -3.52344 2.02039 0.05174 -0.23
H 1.55943 0.39547 0.76085 0.21
H 0.19001 0.13272 1.61567 0.22
H 0.97964 -1.27483 0.87424 0.22
H -0.20417 1.06276 -2.35649 0.22
H 1.40350 1.26387 -1.34365 0.22
H -0.00209 2.21255 -1.08282 0.24
H -0.48556 -0.81453 -1.15440 0.20
H -2.69571 -0.54416 2.16570 -0.19

---

--- b ---
14
Properties=species:S:1:pos:R:3:nbo_charge:R:1 method="wB97M-V/def2-TZVPD" smiles=CC[Si](C)(I)I lumo_ha=-0.006
C 1.07580 -0.28571 1.96402 -0.63
C 0.26994 -0.88487 0.74447 -0.87
Si -0.28014 0.66774 -0.36828 1.06
C -1.19831 0.01529 -2.25316 -0.97
I -2.03359 1.98611 0.85751 -0.21
I 1.58742 2.30446 -1.08121 -0.21
H 1.68341 0.74638 1.77873 0.22
H 0.51150 -0.03133 2.85761 0.22
H 1.76489 -1.04811 2.21690 0.22
H -0.61448 -1.49289 0.95251 0.25
H 1.03940 -1.55922 0.09062 0.24
H -0.45898 0.24805 -2.93286 0.21
H -1.14274 -1.08342 -2.20403 0.22
H -2.20413 0.41753 -2.62282 0.25

---

What are the relative energies? In hartree: a 0.0954; b 0.0000.

---

--- a ---
91
Properties=species:S:1:pos:R:3:mulliken_charge:R:1 method="wB97M-V/def2-TZVPD" total_charge=+2 lumo_ha=-0.269
Sc -2.96884 -20.28270 -3.16953 0.01
O -1.71334 -17.50342 -6.07129 -0.40
C -1.97078 -18.57545 -5.35864 0.31
O -2.90451 -18.73707 -4.53182 -0.53
C -1.26710 -19.79043 -5.72176 0.62
C -0.42756 -19.92477 -6.81784 -0.88
C 0.07920 -21.23022 -6.99308 -0.44
C -0.20101 -22.23469 -6.04725 -0.77
C -0.90973 -21.92227 -4.92301 0.16
N -1.59721 -20.78276 -4.90780 0.55
C -1.02917 -22.72017 -3.68496 0.48
O -0.42828 -23.75608 -3.40402 -0.56
O -1.91627 -22.13806 -2.76230 0.55
H -2.22416 -16.70281 -5.77685 0.47
H -0.06001 -19.13309 -7.43530 0.56
H 0.65761 -21.59167 -7.83543 0.49
H 0.28404 -23.21865 -6.22937 0.49
S -1.39163 -19.04040 -1.53564 -0.36
C -2.04284 -17.37216 -1.71772 0.17
C -1.24065 -16.62190 -2.60728 -0.89
C -1.49604 -15.25312 -2.62201 -0.69
C -2.59762 -14.68315 -1.95853 -0.88
C -3.40517 -15.51303 -1.18662 0.34
C -3.17799 -16.83905 -1.08365 0.07
As -4.00278 -18.15774 0.09263 0.89
C -5.58491 -17.12564 0.51940 0.15
C -6.33068 -16.51331 -0.54538 -0.62
C -7.60796 -15.95928 -0.31779 -0.71
C -8.17448 -15.92180 0.97645 -0.39
C -7.47217 -16.52102 2.00387 -0.52
C -6.24958 -17.13298 1.78827 -0.48
C -3.02177 -17.77322 1.78517 0.33
C -3.26081 -16.64400 2.56649 -0.06
C -2.67476 -16.50394 3.85482 -0.75
C -1.73821 -17.41529 4.35737 -0.56
C -1.54630 -18.59813 3.61135 -0.19
C -2.12732 -18.74747 2.33448 -0.23
H -0.37122 -17.00809 -3.13234 0.64
H -0.86487 -14.63919 -3.24809 0.43
H -2.91611 -13.65893 -2.19507 0.38
H -4.22393 -15.04572 -0.65872 0.51
H -5.90412 -16.57211 -1.56565 0.31
H -8.05514 -15.42211 -1.14676 0.37
H -9.18152 -15.47630 1.20524 0.34
H -7.84184 -16.44178 3.03995 0.36
H -5.71021 -17.47926 2.60010 0.61
H -3.87189 -15.83453 2.18627 0.49
H -2.83464 -15.55424 4.33840 0.38
H -1.06491 -17.18638 5.22748 0.35
H -0.82059 -19.35500 3.99164 0.32
H -1.92441 -19.56218 1.62147 -0.25
S -5.40026 -21.10087 -3.05861 -0.49
C -5.54665 -22.71063 -3.68300 0.41
N -6.34387 -23.48879 -2.92236 0.01
C -6.59333 -24.79991 -3.28512 -0.38
C -5.99114 -25.33633 -4.36922 -0.47
C -5.17472 -24.49732 -5.20294 -0.50
C -4.86949 -23.22737 -4.79951 -0.22
H -6.82175 -23.11107 -2.10638 0.28
H -7.27526 -25.38562 -2.67899 0.44
H -6.17491 -26.39955 -4.54560 0.44
H -4.78555 -24.87064 -6.13808 0.46
H -4.20370 -22.53897 -5.32700 0.48
C -2.45805 -27.75933 0.10068 -1.08
C -3.68336 -26.90360 -0.32749 -0.72
C -3.49078 -25.32336 -0.29140 -0.17
C -2.55512 -24.73707 -1.33869 -0.56
Ge -1.75384 -22.98692 -1.04315 0.50
C 0.15182 -22.89398 -0.51706 -0.44
C 0.43380 -23.65621 0.75819 -0.64
C 0.27466 -22.85776 2.11825 -0.67
C -1.18506 -22.40834 2.33590 -0.05
H -2.76743 -28.81679 0.05470 0.38
H -2.15862 -27.49977 1.18742 0.24
H -1.53369 -27.72315 -0.50358 0.28
H -4.54311 -27.14293 0.29602 0.42
H -4.05032 -27.23831 -1.29623 0.29
H -3.04987 -25.04941 0.67011 0.08
H -4.50240 -24.92315 -0.42749 0.21
H -3.06821 -24.59050 -2.29117 0.19
H -1.69052 -25.39325 -1.59085 0.43
H -2.68855 -22.13716 -0.32087 -0.48
H 0.40640 -21.79771 -0.38599 0.31
H 0.64636 -23.18668 -1.46005 0.67
H 1.50722 -24.06038 0.77011 0.33
H -0.22318 -24.57931 0.80187 0.18
H 0.95632 -22.00442 2.10377 0.34
H 0.62409 -23.52637 2.90239 0.39
H -1.41148 -21.62106 1.63187 -0.51
H -1.34507 -22.06987 3.36008 0.45
H -1.87754 -23.19850 2.20799 0.23

---

--- b ---
91
Properties=species:S:1:pos:R:3:mulliken_charge:R:1 method="wB97M-V/def2-TZVPD" total_charge=+2 lumo_ha=-0.249
Sc 1.06260 -0.70782 -3.00735 0.15
O -0.21574 1.77629 -6.10958 -0.42
C -0.05869 1.04541 -5.02372 0.61
O 0.91894 0.29711 -4.81515 -0.62
C -1.01275 1.23128 -3.94599 0.44
C -1.97984 2.22723 -3.84346 -0.69
C -2.69106 2.31921 -2.63335 -0.38
C -2.34134 1.55547 -1.48036 -0.56
C -1.28862 0.58970 -1.63645 0.51
N -0.65190 0.53880 -2.83772 -0.05
C -0.80365 -0.46456 -0.68056 0.24
O -1.31964 -0.76009 0.34545 -0.58
O 0.24370 -1.13195 -1.19938 -0.51
H 0.39033 1.48600 -6.85799 0.43
H -2.22281 2.94081 -4.61765 0.50
H -3.46652 3.04134 -2.47824 0.53
H -2.84634 1.64254 -0.48420 0.51
S 3.44370 -1.79241 -2.94356 -0.43
C 3.08870 -3.20179 -1.95246 0.26
C 3.98025 -3.60041 -0.93983 -0.55
C 3.79373 -4.82403 -0.24313 -0.60
C 2.74084 -5.67810 -0.58582 -0.82
C 1.79869 -5.25983 -1.60089 -0.22
C 1.99388 -4.03687 -2.22877 0.48
As 0.82660 -3.43108 -3.61222 1.76
C 1.77096 -4.12098 -5.19407 0.36
C 2.09919 -5.45505 -5.31118 -0.03
C 2.71480 -5.92945 -6.48558 -0.84
C 3.00670 -5.04714 -7.49865 -0.32
C 2.76267 -3.68152 -7.37896 -0.65
C 2.03576 -3.27817 -6.28210 -0.24
C -0.54712 -4.77205 -3.54428 0.09
C -1.12065 -4.92057 -2.30195 -0.50
C -2.19820 -5.77785 -2.11164 -0.74
C -2.81724 -6.41348 -3.20523 -0.57
C -2.25881 -6.24694 -4.49693 -0.57
C -1.16999 -5.40672 -4.66643 -0.50
H 4.82398 -2.94194 -0.68305 0.41
H 4.49102 -5.11832 0.56322 0.37
H 2.57829 -6.67668 -0.25466 0.43
H 1.00048 -5.85894 -1.98622 0.50
H 1.82761 -6.15628 -4.55422 0.49
H 2.88142 -7.01316 -6.62968 0.36
H 3.48239 -5.43577 -8.41351 0.35
H 3.18650 -2.94746 -8.09201 0.36
H 1.62804 -2.23933 -6.30430 0.01
H -0.75276 -4.28957 -1.51524 0.64
H -2.59762 -5.92139 -1.09238 0.36
H -3.66141 -7.01803 -3.10697 0.49
H -2.63745 -6.79274 -5.35154 0.41
H -0.78718 -5.30500 -5.70508 0.31
S -0.45668 1.16952 4.22249 -0.25
C 0.90083 0.70114 5.23153 0.43
N 0.92593 0.79549 6.59110 -0.02
C 1.90543 0.21333 7.33409 -0.25
C 3.02045 -0.27201 6.69866 -0.46
C 3.15437 -0.21036 5.28957 -0.31
C 2.02447 0.15795 4.55441 -0.48
H 0.01449 0.94193 7.04304 0.30
H 1.72931 0.17249 8.39653 0.41
H 3.81378 -0.69810 7.27340 0.41
H 4.08143 -0.55031 4.82455 0.41
H 2.01827 0.17470 3.42835 0.36
C -1.49349 5.86011 0.03323 -0.88
C -0.17885 5.89700 0.80937 -0.61
C -0.36057 5.51074 2.29628 -0.44
C -1.14719 4.19172 2.54509 -1.10
Ge -0.78420 3.40003 4.35899 0.22
C -2.14034 3.65150 5.66407 -0.79
C -3.24411 4.69772 5.40628 -0.21
C -3.27322 5.69791 6.52485 -0.74
C -1.96263 6.50636 6.76269 -0.93
H -1.36724 6.08922 -1.03171 0.37
H -2.24304 6.63535 0.42140 0.27
H -1.94873 4.84057 0.11823 0.10
H 0.27698 6.92069 0.73359 0.34
H 0.56582 5.21301 0.37434 0.28
H -1.03173 6.32042 2.71659 0.16
H 0.61561 5.59017 2.73419 0.50
H -0.85503 3.50179 1.76954 0.54
H -2.18947 4.41459 2.51879 0.51
H 0.50330 3.85414 4.96227 0.05
H -1.69547 3.80469 6.66465 0.46
H -2.64168 2.65563 5.80516 0.43
H -4.20103 4.16347 5.31279 0.31
H -3.04048 5.18975 4.42770 0.12
H -3.50157 5.26936 7.53403 0.29
H -4.04404 6.39549 6.25233 0.39
H -1.11690 5.84944 7.05534 0.25
H -2.08372 7.29839 7.54111 0.34
H -1.67348 6.94726 5.81608 0.23

---

What are the relative energies? In hartree: a 0.0027; b 0.0000.

---

--- a ---
12
Properties=species:S:1:pos:R:3:nbo_charge:R:1 method="wB97M-V/def2-TZVPD" smiles="CS/C=C/C=S" lumo_ha=-0.019
C 0.76192 0.80378 -2.24713 -0.78
S -0.69054 0.91531 -1.21870 0.32
C -0.21749 -0.04400 0.15783 -0.28
C -0.99301 -0.22383 1.23399 -0.32
C -0.42860 -0.93473 2.35861 -0.28
S -1.10792 -1.31430 3.78277 0.01
H 0.55172 1.02936 -3.30468 0.25
H 1.17977 -0.23952 -2.30608 0.23
H 1.54693 1.49904 -1.98972 0.22
H 0.76373 -0.49998 0.00965 0.22
H -1.99521 0.20754 1.31049 0.23
H 0.62869 -1.19868 2.21296 0.19

---

--- b ---
12
Properties=species:S:1:pos:R:3:nbo_charge:R:1 method="wB97M-V/def2-TZVPD" smiles=C1S[C@H]2C[C@H]2S1 lumo_ha=0.030
C 0.19368 -1.74773 0.26112 -0.70
S -1.41773 -1.06398 -0.30502 0.23
C -0.76430 0.58336 -0.60422 -0.37
C -0.14342 1.26269 0.58351 -0.43
C 0.68997 0.71085 -0.52950 -0.39
S 1.59204 -0.79090 -0.30634 0.27
H 0.33214 -2.75742 -0.16693 0.25
H 0.19385 -1.84356 1.34517 0.22
H -1.35215 1.12929 -1.32124 0.24
H -0.32476 2.34739 0.69069 0.22
H -0.16714 0.79914 1.57470 0.23
H 1.16783 1.37088 -1.22194 0.25

---

--- c ---
12
Properties=species:S:1:pos:R:3:nbo_charge:R:1 method="wB97M-V/def2-TZVPD" smiles="C=C1CSCS1" lumo_ha=0.028
C -1.59880 0.06460 -1.41144 -0.43
C -0.61606 -0.09729 -0.51410 -0.15
C -0.49918 0.55818 0.86981 -0.57
S 1.23548 1.06013 1.06488 0.21
C 1.86608 -0.53612 0.44383 -0.67
S 0.81747 -1.05906 -0.90483 0.26
H -2.37831 0.79875 -1.21038 0.20
H -1.68158 -0.47609 -2.32235 0.21
H -0.72092 -0.18839 1.62929 0.22
H -1.16074 1.40624 1.01914 0.25
H 2.85846 -0.34400 0.08427 0.24
H 1.87810 -1.18695 1.25187 0.21

---

What are the relative energies? In hartree: a 0.0196; b 0.0117; c 0.0000.

---

--- a ---
9
Properties=species:S:1:pos:R:3:nbo_charge:R:1 method="wB97M-V/def2-TZVPD" lumo_ha=-0.007
C -1.80694 -0.20087 0.71210 -0.13
O 1.52368 -1.22686 -1.17216 -1.11
F -2.63776 -1.28018 0.50106 -0.36
Si 2.05782 0.25628 -0.98427 0.96
H -1.41545 0.27687 -0.16800 0.17
H -0.82408 -0.42661 1.25165 0.16
H 2.08982 -1.97767 -1.02393 0.50
H 3.48525 0.26189 -0.87906 -0.35
H -2.34386 0.62220 1.29960 0.16

---

--- b ---
9
Properties=species:S:1:pos:R:3:nbo_charge:R:1 method="wB97M-V/def2-TZVPD" lumo_ha=-0.005
C -1.75712 0.85397 0.29086 -0.12
O 2.17202 -1.08022 -1.25243 -1.13
F -1.48088 2.07429 -0.25170 -0.37
Si 2.67057 -0.32876 0.09715 0.98
H -2.67333 0.48050 -0.17242 0.16
H -1.88569 0.98234 1.36645 0.16
H 1.71926 -1.92283 -1.32611 0.51
H 2.14643 -1.26091 1.15239 -0.36
H -0.91127 0.20163 0.09581 0.16

---

What are the relative energies? In hartree: a 0.0166; b 0.0000.

---

--- a ---
24
Properties=species:S:1:pos:R:3:nbo_charge:R:1 method="wB97M-V/def2-TZVPD" smiles=Cc1c[nH]cn1.Cc1c[nH]cn1 lumo_ha=0.021
C 3.35329 2.34224 -5.14095 -0.65
C 2.26299 1.57951 -4.49492 0.11
C 2.35665 1.01806 -3.22895 -0.12
N 1.30143 0.16095 -3.07462 -0.51
C 0.55633 0.36421 -4.18063 0.19
N 1.07996 1.13677 -5.10581 -0.50
H 4.22568 1.68410 -5.29061 0.23
H 3.63520 3.14623 -4.44043 0.23
H 3.08562 2.79727 -6.10941 0.23
H 3.26286 0.96827 -2.62529 0.22
H 1.18414 -0.60402 -2.40561 0.43
H -0.29582 -0.30111 -4.31949 0.19
C -1.66343 6.24542 -3.29388 -0.64
C -1.54201 4.84630 -3.85968 0.11
C -0.37917 4.22188 -4.40761 -0.17
N -0.85925 3.02631 -4.86104 -0.52
C -2.08201 2.88292 -4.46321 0.16
N -2.58743 3.94008 -3.77942 -0.48
H -1.04860 6.91943 -3.91380 0.21
H -1.31386 6.31111 -2.24980 0.22
H -2.71142 6.58678 -3.33615 0.23
H 0.61364 4.55852 -4.70610 0.21
H -0.19676 2.32274 -5.19666 0.44
H -2.56709 1.91082 -4.55158 0.18

---

--- b ---
24
Properties=species:S:1:pos:R:3:nbo_charge:R:1 method="wB97M-V/def2-TZVPD" smiles=Cc1c[nH]cn1.Cc1c[nH]cn1 lumo_ha=0.026
C 0.89011 -0.19405 -3.96738 -0.63
C 1.46223 0.25740 -2.67205 0.08
C 1.25395 -0.29312 -1.44525 -0.12
N 1.99845 0.44781 -0.56866 -0.52
C 2.60389 1.41765 -1.28748 0.16
N 2.31472 1.32971 -2.54864 -0.47
H 1.65084 -0.76688 -4.51130 0.22
H 0.52826 0.61364 -4.59034 0.22
H 0.10505 -0.93654 -3.80550 0.21
H 0.49235 -0.97535 -1.08964 0.22
H 1.97782 0.35558 0.43582 0.42
H 3.21913 2.19818 -0.87870 0.19
C -0.39553 -0.72777 3.70935 -0.64
C -1.23107 -0.41420 2.50202 0.10
C -2.48632 0.12066 2.46184 -0.13
N -2.79551 0.24867 1.13615 -0.52
C -1.74447 -0.25552 0.43572 0.17
N -0.78433 -0.64989 1.21894 -0.49
H -0.97134 -1.28929 4.44331 0.22
H -0.09179 0.20453 4.19424 0.22
H 0.52479 -1.22616 3.40277 0.23
H -3.02914 0.42064 3.34156 0.22
H -3.69627 0.43282 0.72839 0.42
H -1.79578 -0.31851 -0.64516 0.20

---

--- c ---
24
Properties=species:S:1:pos:R:3:nbo_charge:R:1 method="wB97M-V/def2-TZVPD" smiles=Cc1c[nH]cn1.Cc1c[nH]cn1 lumo_ha=0.022
C 3.30828 -1.06742 -1.32908 -0.63
C 2.24687 -1.21236 -0.29268 0.09
C 1.67602 -0.24264 0.48771 -0.11
N 0.74612 -0.88371 1.25640 -0.52
C 0.77180 -2.19504 0.90641 0.16
N 1.67191 -2.42695 -0.01478 -0.46
H 3.88659 -1.98655 -1.39379 0.23
H 4.00135 -0.27233 -1.05680 0.21
H 2.89167 -0.84339 -2.31096 0.22
H 1.87752 0.81258 0.53750 0.21
H 0.09806 -0.43893 1.88338 0.42
H 0.14122 -2.95337 1.34084 0.19
C -1.12569 2.62953 -0.89054 -0.64
C -1.74423 1.42058 -0.26345 0.10
C -2.46675 1.33360 0.89447 -0.14
N -2.78710 0.00572 1.03787 -0.53
C -2.24921 -0.64487 -0.02949 0.16
N -1.61961 0.17160 -0.82915 -0.45
H -0.16106 2.84597 -0.43207 0.22
H -1.77004 3.49540 -0.74640 0.22
H -0.98218 2.46346 -1.95348 0.23
H -2.76985 2.10384 1.57847 0.22
H -3.33129 -0.40237 1.77599 0.42
H -2.31038 -1.71236 -0.15639 0.20

---

What are the relative energies? In hartree: a 0.0267; b 0.0030; c 0.0000.